No. 1
{"formula": "C38H55CdGe2N5O2", "method": "ωB97M-V/def2-TZVPD", "symbols": ["Cd", "C", "C", "O", "N", "C", "C", "C", "C", "C", "C", "N", "H", "H", "H", "H", "H", "H", "H", "H", "H", "H", "C", "Ge", "C", "C", "Ge", "C", "C", "C", "C", "C", "C", "C", "C", "C", "C", "C", "C", "H", "H", "H", "H", "H", "H", "H", "H", "H", "H", "H", "H", "H", "H", "H", "H", "H", "H", "H", "C", "C", "C", "C", "C", "C", "C", "O", "C", "C", "C", "H", "H", "H", "H", "H", "H", "H", "H", "H", "H", "H", "H", "C", "N", "C", "C", "N", "N", "C", "C", "H", "H", "H", "H", "H", "H", "H", "H", "H", "H", "H", "H", "H", "H"], "coordinates": [[-0.29, -0.34, -0.53], [-2.34, 3.40, 0.47], [-2.04, 1.93, 0.57], [-1.50, 1.30, -0.33], [-2.47, 1.36, 1.75], [-2.19, -0.04, 2.02], [-2.81, -0.96, 1.00], [-3.84, -1.83, 1.34], [-4.38, -2.64, 0.34], [-3.89, -2.56, -0.95], [-2.86, -1.66, -1.20], [-2.32, -0.87, -0.26], [-1.69, 3.85, -0.29], [-2.15, 3.90, 1.42], [-3.38, 3.54, 0.18], [-2.83, 1.95, 2.49], [-2.57, -0.26, 3.03], [-1.11, -0.18, 2.03], [-4.23, -1.88, 2.35], [-5.19, -3.33, 0.58], [-4.29, -3.17, -1.75], [-2.44, -1.55, -2.20], [-2.83, 3.12, -1.78], [-1.05, 3.08, -2.56], [-1.12, 2.04, -4.20], [-0.47, 4.89, -3.00], [0.49, 2.08, -1.03], [0.58, 3.02, 0.66], [1.40, 2.52, 1.68], [1.48, 3.18, 2.91], [0.74, 4.35, 3.12], [-0.08, 4.85, 2.11], [-0.16, 4.19, 0.88], [2.22, 2.01, -1.87], [3.32, 2.69, -1.31], [4.57, 2.64, -1.93], [4.73, 1.90, -3.11], [3.64, 1.22, -3.67], [2.39, 1.27, -3.05], [-3.54, 3.58, -2.50], [-2.83, 3.72, -0.85], [-3.16, 2.09, -1.55], [-1.86, 2.50, -4.90], [-1.44, 1.01, -3.97], [-0.12, 2.04, -4.68], [-1.18, 5.34, -3.72], [0.54, 4.84, -3.46], [-0.43, 5.51, -2.08], [1.98, 1.62, 1.52], [2.12, 2.79, 3.69], [0.80, 4.86, 4.07], [-0.66, 5.75, 2.27], [-0.80, 4.59, 0.11], [3.20, 3.27, -0.40], [5.41, 3.16, -1.50], [5.70, 1.85, -3.59], [3.77, 0.65, -4.58], [1.56, 0.74, -3.48], [3.40, 0.67, 4.87], [2.94, -0.11, 3.67], [2.97, -1.50, 3.66], [2.54, -2.23, 2.54], [2.60, -3.74, 2.61], [2.08, -1.54, 1.40], [1.62, -2.32, 0.21], [1.02, -1.84, -0.75], [2.05, -0.12, 1.39], [1.58, 0.69, 0.22], [2.48, 0.57, 2.54], [3.73, 0.00, 5.68], [2.57, 1.28, 5.26], [4.23, 1.32, 4.61], [3.33, -2.03, 4.54], [2.91, -4.08, 3.60], [3.32, -4.13, 1.88], [1.61, -4.17, 2.42], [1.85, -3.40, 0.21], [2.15, 0.44, -0.68], [1.71, 1.76, 0.39], [0.51, 0.52, 0.04], [2.46, 1.66, 2.55], [0.14, -4.82, -2.20], [-0.82, -3.75, -1.94], [-0.65, -2.61, -2.85], [-1.14, -3.47, -0.63], [-0.92, -2.29, -0.13], [-1.72, -4.50, 0.08], [-1.73, -4.52, 1.53], [-2.63, -5.43, -0.56], [1.17, -4.44, -2.09], [0.02, -5.19, -3.22], [0.02, -5.67, -1.52], [-0.61, -2.95, -3.89], [0.27, -2.06, -2.63], [-1.50, -1.92, -2.77], [-1.25, -2.25, 0.83], [-2.55, -3.90, 1.92], [-0.78, -4.17, 1.95], [-1.88, -5.55, 1.90], [-3.02, -5.04, -1.51], [-3.50, -5.63, 0.07], [-2.13, -6.38, -0.76], [1.42, -0.03, -0.76]], "gap_ev": [4.8, 5.4], "s2": 0.779, "total_charge": 1, "spin_multiplicity": 2}


No. 2
{"formula": "C38H55ClN6O14", "method": "ωB97M-V/def2-TZVPD", "symbols": ["C", "C", "C", "N", "C", "C", "C", "C", "C", "C", "C", "C", "C", "C", "C", "C", "O", "C", "C", "O", "C", "C", "C", "C", "C", "O", "Cl", "C", "C", "C", "C", "C", "O", "O", "C", "C", "C", "C", "N", "C", "C", "C", "O", "H", "H", "H", "H", "H", "H", "H", "H", "H", "H", "H", "H", "H", "H", "H", "H", "H", "H", "H", "H", "H", "H", "H", "H", "H", "H", "H", "H", "H", "H", "H", "H", "H", "H", "H", "H", "H", "H", "H", "H", "H", "H", "H", "C", "N", "O", "O", "H", "H", "H", "C", "N", "O", "O", "H", "H", "H", "C", "N", "O", "O", "H", "H", "H", "C", "N", "O", "O", "H", "H", "H"], "coordinates": [[-1.77, -4.26, 3.02], [-3.06, -3.39, 2.73], [-3.24, -2.14, 3.65], [-2.19, -1.12, 3.47], [-2.20, -0.49, 2.17], [-1.10, 0.23, 1.79], [0.18, 0.41, 2.68], [1.32, -0.46, 1.97], [2.60, -0.67, 2.87], [3.87, 0.00, 2.14], [4.29, 1.33, 2.89], [3.22, 2.45, 2.50], [3.86, 3.70, 1.78], [4.62, 4.58, 2.88], [4.16, 6.09, 2.71], [3.18, 6.44, 3.89], [2.34, 7.52, 3.43], [1.19, 7.65, 4.28], [-1.00, 0.91, 0.38], [-0.42, 1.95, 0.20], [-1.68, 0.09, -0.78], [-2.89, -0.68, -0.39], [-3.61, -1.54, -1.38], [-4.85, -2.39, -0.99], [-6.21, -1.90, -1.59], [-7.08, -2.71, -1.72], [-6.52, -0.17, -2.01], [-3.04, -1.53, -2.74], [-1.85, -0.76, -3.11], [-1.33, -0.87, -4.58], [-0.12, -1.93, -4.62], [-0.08, -2.90, -3.40], [-0.94, -3.72, -3.15], [1.02, -2.89, -2.53], [-1.13, 0.09, -2.14], [0.11, 0.90, -2.55], [1.49, 0.39, -2.48], [2.55, 1.30, -2.90], [2.43, 2.58, -3.33], [1.14, 3.03, -3.39], [-0.07, 2.30, -3.02], [-3.38, -0.56, 1.11], [-4.55, -0.48, 1.39], [-1.22, -4.40, 2.04], [-2.10, -5.29, 3.32], [-1.12, -3.87, 3.84], [-3.09, -3.17, 1.64], [-3.96, -4.05, 2.93], [-4.29, -1.74, 3.59], [-3.15, -2.52, 4.71], [-2.21, -0.44, 4.24], [0.51, 1.49, 2.68], [0.03, 0.11, 3.74], [0.81, -1.43, 1.69], [1.54, 0.04, 0.98], [2.46, -0.29, 3.91], [2.82, -1.78, 2.85], [3.66, 0.23, 1.07], [4.74, -0.72, 2.19], [4.26, 1.10, 3.99], [5.34, 1.64, 2.62], [2.67, 2.69, 3.45], [2.43, 2.04, 1.80], [4.54, 3.32, 0.98], [3.01, 4.25, 1.29], [4.36, 4.15, 3.88], [5.73, 4.49, 2.68], [3.59, 6.27, 1.75], [5.05, 6.77, 2.67], [3.80, 6.74, 4.78], [2.54, 5.57, 4.22], [1.45, 7.42, 5.34], [0.40, 6.94, 3.89], [0.79, 8.70, 4.16], [-4.68, -3.42, -1.42], [-4.99, -2.54, 0.11], [-3.57, -2.17, -3.50], [-2.15, -1.28, -5.23], [-0.93, 0.11, -4.93], [0.89, -1.45, -4.67], [-0.22, -2.58, -5.53], [0.72, -3.01, -1.62], [1.68, -0.64, -2.11], [3.60, 0.89, -2.87], [0.99, 4.08, -3.74], [-1.10, 2.72, -3.06], [6.18, -1.06, 6.09], [6.43, 0.27, 5.49], [6.46, 1.23, 6.25], [6.57, 0.32, 4.29], [6.07, -0.95, 7.17], [5.26, -1.46, 5.65], [7.03, -1.69, 5.86], [0.00, 0.92, -8.63], [0.86, 1.14, -7.43], [0.66, 0.44, -6.46], [1.71, 2.01, -7.52], [-0.70, 0.12, -8.41], [-0.52, 1.85, -8.83], [0.66, 0.65, -9.45], [-1.61, -5.26, -7.30], [-0.98, -4.02, -7.84], [-1.56, -3.43, -8.72], [0.09, -3.70, -7.35], [-2.55, -5.43, -7.83], [-0.92, -6.08, -7.48], [-1.78, -5.10, -6.24], [-7.99, -2.93, 1.52], [-6.81, -3.50, 2.21], [-5.99, -4.11, 1.53], [-6.73, -3.33, 3.41], [-7.92, -3.16, 0.46], [-8.88, -3.38, 1.96], [-7.97, -1.85, 1.68]], "gap_ev": 8.0, "smiles": "CCCNC1=C(CCCCCCCCCCOC)C(=O)c2c(c(CC(=O)Cl)cc(CCC(=O)O)c2-c2ccncc2)C1=O.C[N+](=O)[O-].C[N+](=O)[O-].C[N+](=O)[O-].C[N+](=O)[O-]", "total_charge": 0}


Values of total energy, in order: -6225.512468, -3322.527020, all in a.u..
Values of molar mass, in order: 871.5, 855.3, all in g mol⁻¹.